No. 1
Entry from the Open Molecules 2025 dataset: 6 unconnected molecules or ions with the total composition C36H90N6O12 (ωB97M-V/def2-TZVPD).

```
144
C36H90N6O12 | the Open Molecules 2025 dataset | ωB97M-V/def2-TZVPD
C 1.777 2.438 1.957
O 1.123 1.726 0.936
C 0.012 2.451 0.447
C -0.637 1.674 -0.667
N -1.284 0.473 -0.152
C -1.935 -0.314 -1.173
C -1.004 -1.053 -2.104
O -1.691 -1.991 -2.879
C -0.816 -2.778 -3.642
H 2.751 1.951 2.052
H 1.220 2.438 2.896
H 2.024 3.454 1.625
H 0.340 3.436 0.083
H -0.726 2.628 1.242
H 0.082 1.496 -1.478
H -1.445 2.291 -1.073
H -0.600 -0.104 0.327
H -2.637 0.268 -1.784
H -2.639 -1.023 -0.719
H -0.135 -1.498 -1.585
H -0.466 -0.357 -2.778
H -0.108 -3.372 -3.055
H -0.266 -2.168 -4.375
H -1.417 -3.469 -4.235
C 6.990 10.612 5.725
O 5.881 9.908 5.257
C 4.751 10.729 5.112
C 3.603 10.030 4.440
N 2.850 9.154 5.326
C 3.567 7.944 5.722
C 4.042 7.050 4.591
O 2.955 6.790 3.729
C 3.339 5.936 2.658
H 7.819 9.908 5.788
H 6.826 11.038 6.724
H 7.270 11.432 5.051
H 5.020 11.604 4.493
H 4.398 11.173 6.055
H 3.903 9.558 3.492
H 2.934 10.834 4.110
H 1.983 8.871 4.890
H 2.854 7.360 6.314
H 4.433 8.202 6.329
H 4.480 6.125 4.985
H 4.835 7.585 4.042
H 4.169 6.398 2.116
H 2.502 5.831 1.970
H 3.565 4.970 3.118
C -0.804 -5.677 -5.895
O -0.387 -6.792 -6.659
C -1.452 -7.554 -7.187
C -2.090 -8.476 -6.152
N -3.187 -7.843 -5.433
C -3.958 -8.817 -4.666
C -5.277 -8.231 -4.163
O -6.237 -8.313 -5.195
C -7.535 -7.891 -4.805
H -0.897 -5.967 -4.842
H -1.749 -5.239 -6.223
H -0.010 -4.930 -5.951
H -1.069 -8.074 -8.060
H -2.241 -6.870 -7.541
H -1.317 -8.742 -5.423
H -2.399 -9.411 -6.650
H -3.805 -7.366 -6.083
H -3.370 -9.045 -3.774
H -4.190 -9.697 -5.282
H -5.061 -7.159 -4.036
H -5.528 -8.744 -3.231
H -7.510 -7.320 -3.871
H -8.167 -8.766 -4.636
H -7.925 -7.259 -5.601
C 3.306 0.902 -1.491
O 3.437 1.916 -2.452
C 3.096 3.177 -1.891
C 2.717 4.130 -3.018
N 3.012 5.520 -2.747
C 2.309 6.224 -1.719
C 0.925 6.650 -2.085
O 0.099 5.495 -2.207
C -1.112 5.765 -2.858
H 3.928 1.055 -0.599
H 3.516 -0.056 -1.961
H 2.271 0.911 -1.129
H 3.959 3.534 -1.315
H 2.235 3.038 -1.226
H 1.678 3.964 -3.297
H 3.323 3.823 -3.875
H 3.956 5.769 -2.972
H 2.890 7.130 -1.499
H 2.326 5.751 -0.719
H 0.904 7.260 -2.994
H 0.459 7.243 -1.281
H -0.969 6.116 -3.888
H -1.727 6.508 -2.329
H -1.690 4.841 -2.900
C -7.581 -0.826 -6.209
O -7.558 -2.212 -5.896
C -7.511 -2.482 -4.498
C -6.090 -2.420 -3.977
N -6.086 -2.787 -2.576
C -4.831 -2.817 -1.853
C -4.900 -3.812 -0.693
O -3.890 -4.802 -0.730
C -3.918 -5.639 -1.843
H -6.941 -0.238 -5.550
H -8.622 -0.491 -6.208
H -7.201 -0.707 -7.225
H -7.918 -3.492 -4.445
H -8.098 -1.745 -3.944
H -5.741 -1.381 -4.044
H -5.379 -3.011 -4.574
H -6.693 -3.564 -2.361
H -4.475 -1.803 -1.646
H -4.009 -3.147 -2.514
H -5.865 -4.342 -0.702
H -4.809 -3.319 0.273
H -3.161 -6.408 -1.699
H -3.811 -5.135 -2.809
H -4.867 -6.207 -1.903
C 2.237 -1.113 3.449
O 2.890 -0.982 4.691
C 3.473 -2.195 5.102
C 3.993 -2.030 6.516
N 4.899 -3.103 6.850
C 5.267 -3.185 8.260
C 4.145 -3.242 9.272
O 3.424 -4.446 9.035
C 2.490 -4.733 10.044
H 1.828 -0.130 3.206
H 1.422 -1.838 3.487
H 2.987 -1.286 2.666
H 4.303 -2.473 4.434
H 2.723 -2.998 5.048
H 3.100 -1.957 7.150
H 4.552 -1.090 6.533
H 4.552 -4.016 6.579
H 5.891 -2.314 8.496
H 5.888 -4.073 8.383
H 3.422 -2.426 9.184
H 4.605 -3.262 10.268
H 2.968 -4.930 11.009
H 1.941 -5.608 9.700
H 1.777 -3.908 10.179
```

ΔE to the lowest compared entry with this formula, charge and spin	11.738	eV
charge	0

No. 2
Entry from the Open Molecules 2025 dataset: 9 unconnected molecules or ions with the total composition C36H90O18 (ωB97M-V/def2-TZVPD).

```
144
C36H90O18 | the Open Molecules 2025 dataset | ωB97M-V/def2-TZVPD
C -7.498 10.282 5.630
O -7.059 9.215 6.423
C -6.289 9.542 7.598
C -5.573 8.341 8.171
O -6.531 7.408 8.868
C -7.078 7.853 10.064
H -8.318 10.016 4.964
H -6.672 10.377 4.925
H -7.728 11.145 6.255
H -6.947 10.016 8.327
H -5.456 10.233 7.470
H -4.687 8.593 8.754
H -5.165 7.828 7.300
H -7.349 6.998 10.683
H -7.913 8.536 9.908
H -6.371 8.388 10.699
C -13.906 -5.346 2.425
O -13.719 -4.395 3.538
C -14.278 -3.061 3.475
C -13.195 -2.169 3.870
O -12.673 -2.616 5.171
C -11.777 -1.694 5.845
H -13.525 -5.000 1.464
H -14.987 -5.435 2.319
H -13.467 -6.298 2.722
H -15.197 -3.078 4.061
H -14.538 -2.609 2.517
H -13.576 -1.148 3.834
H -12.341 -2.313 3.209
H -10.923 -1.454 5.213
H -11.475 -2.106 6.807
H -12.278 -0.756 6.081
C -18.540 0.500 8.864
O -19.462 1.574 8.379
C -20.038 2.409 9.426
C -21.034 3.375 8.921
O -21.923 3.761 9.875
C -22.877 4.719 9.478
H -17.688 0.980 9.345
H -18.202 -0.089 8.011
H -19.069 -0.149 9.562
H -19.142 2.893 9.814
H -20.330 1.767 10.257
H -21.588 2.948 8.085
H -20.596 4.316 8.590
H -22.380 5.668 9.275
H -23.662 4.851 10.223
H -23.273 4.417 8.508
C -16.246 11.539 12.180
O -17.048 10.427 12.377
C -16.424 9.144 12.617
C -17.364 7.977 12.795
O -18.129 8.278 13.961
C -18.650 7.062 14.419
H -15.861 11.621 11.164
H -15.484 11.492 12.959
H -16.866 12.434 12.236
H -15.892 9.349 13.546
H -15.564 8.972 11.970
H -16.605 7.199 12.874
H -17.942 7.895 11.874
H -19.391 6.754 13.681
H -19.177 7.182 15.365
H -17.917 6.260 14.514
C -7.310 3.370 4.039
O -6.409 2.816 3.103
C -5.544 1.870 3.678
C -4.605 1.329 2.613
O -5.175 0.807 1.417
C -6.243 -0.101 1.577
H -7.825 4.191 3.540
H -6.938 3.726 5.000
H -8.118 2.667 4.240
H -6.224 1.149 4.132
H -5.006 2.422 4.448
H -4.105 0.469 3.059
H -3.786 2.011 2.383
H -6.970 0.305 2.281
H -5.751 -1.000 1.949
H -6.813 -0.247 0.660
C -11.595 0.044 -1.772
O -12.870 0.035 -1.164
C -13.672 1.171 -1.548
C -13.220 2.483 -0.880
O -13.233 2.408 0.547
C -12.805 3.572 1.228
H -11.206 -0.964 -1.628
H -10.990 0.855 -1.365
H -11.625 0.266 -2.838
H -14.646 0.948 -1.110
H -13.857 1.250 -2.619
H -13.875 3.282 -1.226
H -12.235 2.838 -1.180
H -13.687 4.167 1.467
H -12.103 4.079 0.566
H -12.401 3.297 2.202
C -8.534 4.049 19.017
O -8.635 3.587 20.387
C -7.403 3.054 20.792
C -7.355 3.071 22.428
O -7.573 4.270 23.124
C -7.663 4.232 24.553
H -8.002 3.443 18.284
H -8.279 5.108 19.043
H -9.610 4.024 18.845
H -6.549 3.568 20.349
H -7.284 2.009 20.507
H -6.403 2.666 22.770
H -8.209 2.469 22.737
H -6.828 3.745 25.057
H -8.600 3.785 24.885
H -7.710 5.232 24.983
C -11.991 5.351 12.190
O -12.722 5.681 11.028
C -13.311 4.593 10.251
C -14.159 5.222 9.100
O -13.318 5.683 8.036
C -12.613 6.885 8.216
H -11.204 4.606 12.073
H -12.718 4.891 12.860
H -11.635 6.202 12.770
H -13.934 4.003 10.923
H -12.492 4.045 9.784
H -14.938 5.958 9.299
H -14.664 4.339 8.707
H -11.892 6.940 9.032
H -13.228 7.754 8.450
H -11.954 7.032 7.360
C -19.977 -4.529 18.134
O -19.751 -3.363 17.318
C -20.062 -3.500 15.947
C -19.050 -2.602 15.320
O -18.852 -1.309 15.934
C -18.321 -0.317 15.060
H -19.432 -5.371 17.708
H -21.052 -4.703 18.092
H -19.811 -4.404 19.204
H -21.116 -3.350 15.713
H -19.916 -4.529 15.616
H -19.440 -2.397 14.323
H -18.108 -3.148 15.268
H -17.695 0.376 15.623
H -19.210 0.148 14.635
H -17.633 -0.772 14.348
```

ΔE to the lowest compared entry with this formula, charge and spin	6.572	eV
charge	0

No. 3
Entry from the Open Molecules 2025 dataset: 9 unconnected molecules or ions with the total composition C36H90O18 (ωB97M-V/def2-TZVPD).

```
144
C36H90O18 | the Open Molecules 2025 dataset | ωB97M-V/def2-TZVPD
C -6.423 -4.053 14.072
O -7.357 -4.266 13.052
C -6.754 -4.351 11.770
C -7.829 -4.670 10.768
O -8.062 -6.075 10.725
C -8.602 -6.645 11.875
H -6.934 -3.678 14.957
H -5.682 -3.302 13.763
H -5.875 -4.961 14.357
H -5.976 -5.126 11.763
H -6.247 -3.391 11.590
H -7.626 -4.381 9.741
H -8.746 -4.148 11.077
H -8.875 -7.677 11.660
H -9.544 -6.152 12.170
H -7.984 -6.605 12.775
C -6.334 -6.599 7.352
O -5.112 -5.971 7.039
C -4.107 -6.887 6.666
C -4.346 -7.559 5.335
O -3.151 -8.196 4.982
C -3.286 -9.172 3.968
H -6.656 -7.370 6.649
H -7.164 -5.889 7.374
H -6.307 -7.050 8.351
H -3.748 -7.529 7.478
H -3.237 -6.232 6.515
H -4.548 -6.738 4.629
H -5.230 -8.206 5.294
H -4.139 -8.878 3.349
H -3.391 -10.179 4.384
H -2.390 -9.192 3.345
C 1.973 -8.561 7.836
O 0.753 -8.803 7.193
C -0.085 -7.689 6.954
C -0.081 -7.314 5.500
O 1.169 -6.740 5.197
C 1.357 -6.535 3.825
H 1.860 -8.203 8.866
H 2.605 -7.856 7.282
H 2.541 -9.492 7.831
H 0.216 -6.802 7.529
H -1.069 -7.994 7.319
H -0.929 -6.703 5.159
H -0.234 -8.226 4.895
H 2.265 -5.951 3.694
H 0.491 -6.054 3.352
H 1.503 -7.478 3.275
C -6.570 -13.035 7.948
O -7.348 -11.854 8.066
C -7.137 -10.955 7.014
C -8.247 -9.954 6.870
O -8.411 -9.026 7.891
C -8.910 -9.496 9.118
H -5.664 -12.888 7.353
H -7.177 -13.779 7.423
H -6.285 -13.334 8.953
H -7.156 -11.519 6.057
H -6.149 -10.473 6.970
H -9.199 -10.488 6.676
H -8.157 -9.426 5.914
H -9.421 -8.675 9.617
H -8.122 -9.927 9.738
H -9.667 -10.268 8.923
C -7.575 -4.401 4.733
O -7.041 -5.476 3.962
C -7.748 -5.773 2.794
C -6.857 -6.491 1.796
O -6.403 -7.785 2.184
C -7.420 -8.648 2.642
H -6.804 -4.058 5.409
H -8.379 -4.893 5.297
H -8.020 -3.617 4.114
H -8.045 -4.830 2.307
H -8.673 -6.341 2.961
H -5.959 -5.886 1.677
H -7.426 -6.602 0.864
H -8.129 -8.931 1.853
H -7.937 -8.221 3.503
H -6.917 -9.568 2.942
C -4.134 1.974 9.955
O -3.202 0.955 9.684
C -3.588 -0.305 10.189
C -4.421 -1.058 9.181
O -4.601 -2.385 9.619
C -5.086 -3.222 8.591
H -4.284 2.093 11.036
H -5.120 1.727 9.541
H -3.771 2.904 9.530
H -4.082 -0.253 11.168
H -2.665 -0.853 10.399
H -3.997 -0.976 8.169
H -5.409 -0.592 9.016
H -5.968 -2.833 8.061
H -5.316 -4.176 9.058
H -4.329 -3.351 7.808
C -7.176 -0.341 5.280
O -5.962 -0.680 5.882
C -4.908 -0.944 4.965
C -4.707 -2.440 4.843
O -3.357 -2.722 4.575
C -3.151 -4.100 4.386
H -7.454 -1.101 4.533
H -7.145 0.628 4.767
H -7.987 -0.300 6.005
H -4.015 -0.479 5.388
H -5.096 -0.463 4.001
H -5.313 -2.851 4.019
H -5.050 -2.915 5.769
H -3.658 -4.445 3.468
H -3.625 -4.664 5.199
H -2.096 -4.330 4.282
C -4.519 -8.440 10.414
O -5.026 -9.605 9.794
C -4.147 -10.305 8.955
C -2.766 -10.545 9.546
O -1.973 -11.257 8.628
C -0.646 -11.497 9.123
H -3.723 -8.671 11.128
H -5.360 -7.962 10.908
H -4.090 -7.736 9.690
H -4.021 -9.773 7.995
H -4.597 -11.260 8.687
H -2.930 -11.184 10.431
H -2.246 -9.617 9.811
H -0.218 -12.149 8.364
H -0.683 -12.057 10.059
H -0.181 -10.510 9.119
C -4.321 -10.022 -5.023
O -4.404 -9.481 -3.732
C -5.310 -10.184 -2.924
C -5.254 -9.670 -1.516
O -4.272 -10.268 -0.707
C -4.360 -9.771 0.616
H -3.810 -10.991 -5.055
H -3.765 -9.336 -5.661
H -5.324 -10.122 -5.459
H -5.034 -11.255 -2.900
H -6.339 -10.193 -3.307
H -6.240 -9.731 -1.032
H -5.040 -8.589 -1.581
H -4.078 -8.719 0.692
H -3.709 -10.439 1.177
H -5.391 -9.883 0.967
```

ΔE to the lowest compared entry with this formula, charge and spin	1.127	eV
charge	0

- What is the ΔE to the lowest compared entry with this formula, charge and spin in the first record?
  11.738 eV